C24H30N4O4S as an isolated structure in a non-equilibrium geometry, computed with wB97M-V/def2-TZVPD.

Computed properties:
HOMO	-8.16	eV
total energy	-50336.4661	eV
lowest unoccupied orbital energy	-0.0247	Ha
M	470.6	Da

Geometry (Å):
1 C -5.357 -4.446 -2.062
2 H -5.842 -5.477 -2.266
3 C -3.983 -4.401 -2.429
4 C -3.430 -2.858 -2.077
5 H -4.080 -1.995 -2.649
6 C -1.822 -2.642 -2.308
7 N -0.861 -3.431 -1.358
8 S -0.801 -2.792 -0.081
9 O -0.177 -3.861 0.673
10 O -1.950 -2.219 0.587
11 C 0.593 -1.680 -0.513
12 C 0.178 -0.220 -0.372
13 C 0.964 0.823 -0.402
14 C 0.910 2.014 -0.421
15 C 1.769 3.043 -0.840
16 C 3.198 2.452 -1.215
17 N 3.296 1.190 -1.178
18 C 2.451 0.296 -0.899
19 C 2.605 -1.176 -1.189
20 C 1.870 -2.096 -0.743
21 H 1.931 -3.004 -0.863
22 H 3.888 -1.402 -1.455
23 C 4.205 3.280 -1.819
24 C 4.046 4.556 -2.226
25 C 4.818 5.474 -2.936
26 C 6.160 4.843 -2.573
27 N 6.423 3.780 -1.927
28 C 5.466 2.870 -1.838
29 H 5.836 1.986 -1.228
30 H 7.094 5.437 -2.802
31 H 4.755 6.374 -3.190
32 H 2.789 5.090 -2.407
33 H 1.688 3.969 -0.711
34 C -0.412 2.754 0.313
35 O -0.931 3.679 -0.223
36 N -0.729 1.914 1.200
37 H -0.379 1.372 1.670
38 C -1.729 2.331 2.247
39 C -1.567 2.331 3.587
40 H -2.244 2.745 4.117
41 H -0.657 2.789 4.009
42 C -1.148 0.821 4.077
43 H -1.259 0.901 5.172
44 H -2.285 0.389 3.857
45 O -0.209 0.447 3.342
46 C 0.033 -0.963 4.030
47 C -0.891 -2.055 3.882
48 H -1.786 -1.970 4.594
49 H -0.407 -2.976 3.829
50 H -1.053 -2.005 2.677
51 H 0.366 -0.799 4.965
52 H 1.050 -1.115 3.353
53 H -2.312 3.418 1.794
54 H -2.791 1.811 2.010
55 H -0.879 -0.169 0.214
56 H -1.074 -4.636 -1.481
57 H -1.705 -2.904 -3.419
58 H -1.482 -1.625 -2.261
59 H -3.517 -2.660 -1.123
60 H -3.572 -4.797 -3.218
61 H -3.483 -4.934 -1.684
62 H -5.582 -4.183 -1.021
63 H -5.997 -3.688 -2.797

***

C19H16AlCl3N5O3 as an isolated structure, computed with wB97M-V/def2-TZVPD.

Computed properties:
HOMO	-11.11	eV
charge	+1
total energy	-77718.1818	eV
lowest unoccupied orbital energy	-0.1208	Ha
M	495.7	Da

Geometry (Å):
1 Al -0.455 -0.597 0.644
2 Cl 5.226 2.896 2.606
3 C 4.050 1.766 2.038
4 C 2.764 2.203 1.774
5 C 1.863 1.266 1.320
6 Cl 0.204 1.715 0.945
7 C 2.160 -0.084 1.125
8 O 1.234 -0.938 0.690
9 C 3.467 -0.477 1.404
10 Cl 3.901 -2.127 1.181
11 C 4.402 0.438 1.855
12 H 2.486 3.238 1.919
13 H 5.409 0.107 2.065
14 O -1.577 0.385 4.325
15 C -1.664 -0.634 3.708
16 N -1.289 -0.805 2.349
17 C -1.524 -2.071 1.991
18 O -1.196 -2.353 0.793
19 C -2.089 -2.865 3.091
20 C -2.453 -4.189 3.207
21 C -2.918 -4.610 4.451
22 C -3.000 -3.729 5.523
23 C -2.620 -2.391 5.394
24 C -2.169 -1.981 4.163
25 H -2.382 -4.874 2.372
26 H -3.215 -5.642 4.584
27 H -3.358 -4.088 6.479
28 H -2.677 -1.700 6.225
29 C -5.528 1.869 -2.458
30 C -4.463 1.709 -3.541
31 C -3.454 2.856 -3.533
32 C -3.756 0.353 -3.528
33 N -2.794 0.168 -2.419
34 C -1.484 -0.085 -2.510
35 N -1.025 -0.186 -1.288
36 N -2.089 0.012 -0.474
37 N -3.158 0.231 -1.135
38 H -6.087 2.787 -2.641
39 H -5.094 1.937 -1.460
40 H -6.237 1.037 -2.469
41 H -4.973 1.705 -4.509
42 H -2.880 2.878 -2.601
43 H -3.972 3.812 -3.609
44 H -2.755 2.789 -4.370
45 H -3.157 0.250 -4.431
46 H -4.466 -0.471 -3.487
47 H -0.919 -0.191 -3.421

***

A 2-piece molecular cluster, C10H16 overall in a non-equilibrium geometry, computed with wB97M-V/def2-TZVPD.

Computed properties:
HOMO	-8.92	eV
total energy	-10627.4372	eV
lowest unoccupied orbital energy	0.0344	Ha
SMILES string	CCc1ccccc1.CC
M	136.2	Da

Geometry (Å):
1 C -1.503 -1.624 1.909
2 C -0.972 -0.762 0.750
3 C 0.530 -1.086 0.619
4 C 1.119 -0.835 -0.601
5 C 2.466 -1.098 -0.951
6 C 3.303 -1.528 0.129
7 C 2.738 -1.585 1.398
8 C 1.445 -1.412 1.665
9 H -2.609 -1.209 2.291
10 H -0.903 -1.769 2.821
11 H -1.958 -2.613 1.616
12 H -1.544 -1.078 -0.163
13 H -1.098 0.337 0.690
14 H 0.537 -0.427 -1.405
15 H 2.702 -0.748 -1.972
16 H 4.329 -1.601 -0.117
17 H 3.436 -1.817 2.321
18 H 1.027 -1.283 2.616
19 C -2.004 2.324 -1.146
20 C -1.338 3.212 -2.286
21 H -2.991 1.911 -1.294
22 H -1.243 1.410 -1.092
23 H -1.985 2.913 -0.165
24 H -1.634 2.915 -3.294
25 H -1.563 4.204 -2.187
26 H -0.287 3.251 -2.154

***

C17H17BrZr as an isolated structure in a non-equilibrium geometry, computed with wB97M-V/def2-TZVPD.

Computed properties:
HOMO	-7.07	eV
total energy	-89228.6278	eV
lowest unoccupied orbital energy	-0.0116	Ha
M	392.5	Da

Geometry (Å):
1 C -1.317 2.442 -0.926
2 C -1.006 2.225 0.452
3 C 0.305 1.669 0.525
4 H -1.616 2.517 1.306
5 C 0.829 1.572 -0.792
6 C -0.173 2.042 -1.705
7 H -0.047 2.111 -2.791
8 H -2.214 2.949 -1.289
9 H 0.797 1.318 1.427
10 H 1.842 1.260 -1.046
11 Zr -1.147 -0.018 -0.837
12 Br -2.482 -0.292 1.300
13 C -2.123 -1.695 -2.179
14 C -1.449 -0.842 -3.108
15 C -2.101 0.436 -3.084
16 H -0.673 -1.138 -3.815
17 C -3.141 0.396 -2.108
18 C -3.180 -0.923 -1.552
19 H -3.900 -1.299 -0.818
20 H -1.894 -2.743 -1.993
21 H -1.928 1.223 -3.815
22 H -3.818 1.213 -1.854
23 C 0.523 -1.481 0.360
24 C 1.528 -1.170 1.400
25 C 1.153 -0.870 2.734
26 C 2.102 -0.599 3.716
27 C 3.460 -0.577 3.391
28 C 3.847 -0.837 2.071
29 C 2.904 -1.107 1.075
30 H -0.299 -2.108 0.785
31 H 1.001 -1.927 -0.541
32 H 0.093 -0.852 2.988
33 H 1.788 -0.385 4.736
34 H 4.210 -0.390 4.154
35 H 4.904 -0.803 1.793
36 H 3.220 -1.316 0.042

***

C4H4NiO2 as an isolated structure in a non-equilibrium geometry, computed with wB97M-V/def2-TZVPD.

Computed properties:
expectation value of S²	2.015
HOMO (alpha / beta)	-8.10 / -8.03	eV
total energy	-49345.3689	eV
lowest unoccupied orbital energy (alpha / beta)	-0.0396 / -0.0607	Ha
M	142.8	Da
2S+1	3

Geometry (Å):
1 O -0.782 -1.037 -1.141
2 C 0.292 -0.260 -0.946
3 H 0.064 -0.023 0.824
4 C 1.618 0.022 -1.101
5 C 1.572 1.383 -0.423
6 C 0.241 0.870 0.164
7 O -1.011 1.504 0.274
8 H 2.455 -0.579 -1.463
9 H 1.445 2.248 -1.094
10 H 2.361 1.629 0.308
11 Ni -2.057 0.325 -0.708

***

A 5-piece molecular cluster, C15H28Cl2N2O6S2 overall in a non-equilibrium geometry, computed with wB97M-V/def2-TZVPD.

Computed properties:
HOMO	-8.32	eV
total energy	-77987.3562	eV
lowest unoccupied orbital energy	0.0134	Ha
SMILES string	CCOS(C)(=O)=O.CCOS(C)(=O)=O.c1cc[nH]c1.c1cc[nH]c1.ClCCl
M	467.4	Da

Geometry (Å):
1 C 0.630 -0.527 2.521
2 C -0.703 0.069 2.882
3 O -0.734 1.461 2.328
4 S -1.174 2.708 3.229
5 C 0.220 3.153 4.183
6 O -1.296 3.721 2.240
7 O -2.310 2.392 4.096
8 H 0.638 -0.586 1.388
9 H 0.674 -1.569 2.782
10 H 1.497 -0.028 2.858
11 H -1.453 -0.410 2.364
12 H -0.853 0.076 4.023
13 H -0.037 3.965 4.847
14 H 1.042 3.410 3.515
15 H 0.517 2.325 4.838
16 C -1.244 -0.687 -4.741
17 C -0.872 -1.775 -3.779
18 O 0.559 -2.009 -3.809
19 S 1.427 -1.976 -2.462
20 C 1.797 -0.269 -2.207
21 O 0.626 -2.544 -1.394
22 O 2.651 -2.624 -2.754
23 H -0.898 0.244 -4.326
24 H -2.337 -0.684 -4.830
25 H -0.752 -0.732 -5.715
26 H -1.143 -1.528 -2.729
27 H -1.349 -2.723 -3.966
28 H 0.843 0.233 -2.348
29 H 2.494 -0.154 -3.045
30 H 2.178 -0.200 -1.123
31 C -4.477 -2.242 0.224
32 C -5.144 -1.058 -0.212
33 C -4.983 -0.136 0.815
34 N -4.263 -0.686 1.841
35 C -3.970 -1.987 1.446
36 H -4.379 -3.202 -0.286
37 H -5.732 -0.905 -1.126
38 H -5.401 0.838 0.945
39 H -4.090 -0.356 2.816
40 H -3.361 -2.593 2.098
41 C 4.975 0.222 0.674
42 C 5.294 0.479 -0.645
43 C 4.879 -0.562 -1.439
44 N 4.353 -1.455 -0.581
45 C 4.405 -0.978 0.683
46 H 5.138 0.921 1.479
47 H 5.815 1.248 -1.236
48 H 4.979 -0.854 -2.444
49 H 4.071 -2.354 -0.886
50 H 3.940 -1.507 1.477
51 Cl -1.517 1.502 -0.904
52 C -0.619 3.028 -0.913
53 Cl 1.154 2.774 -1.017
54 H -0.956 3.639 -1.722
55 H -0.749 3.493 0.050

***

A 9-piece molecular cluster, C46H106N4O14 overall in a non-equilibrium geometry, computed with wB97M-V/def2-TZVPD.

Computed properties:
HOMO	-8.15	eV
total energy	-84034.2142	eV
lowest unoccupied orbital energy	-0.0010	Ha
SMILES string	CC1(C)CCCC(C)(C)N1O.CC1(C)CCCC(C)(C)N1O.CC1(C)CCCC(C)(C)N1O.CC1(C)CCCC(C)(C)N1O.OCCO.OCCO.OCCO.OCCO.OCCO
M	939.4	Da

Geometry (Å):
1 C -4.790 4.418 4.174
2 C -5.768 5.205 3.234
3 C -5.896 4.589 1.782
4 C -7.142 5.292 3.909
5 C -8.082 6.421 3.401
6 C -7.386 7.786 3.651
7 C -5.952 7.767 2.905
8 C -6.147 8.088 1.394
9 C -5.187 8.995 3.436
10 N -5.143 6.532 3.165
11 O -3.882 6.525 2.473
12 H -4.488 4.958 5.071
13 H -5.228 3.523 4.617
14 H -3.855 4.139 3.687
15 H -4.956 4.159 1.436
16 H -6.555 3.721 1.824
17 H -6.327 5.121 0.934
18 H -7.642 4.324 3.861
19 H -6.962 5.425 4.976
20 H -8.478 6.312 2.391
21 H -9.063 6.320 3.865
22 H -7.315 8.071 4.701
23 H -8.088 8.492 3.208
24 H -5.163 8.095 0.925
25 H -6.647 9.037 1.199
26 H -6.723 7.358 0.826
27 H -5.004 8.768 4.487
28 H -5.749 9.929 3.428
29 H -4.287 9.287 2.896
30 H -3.258 6.338 3.178
31 C -7.234 -6.303 -0.659
32 C -6.180 -7.172 -1.167
33 C -6.837 -7.948 -2.341
34 C -5.055 -6.260 -1.855
35 C -4.337 -5.549 -0.765
36 C -3.722 -6.630 0.181
37 C -4.694 -7.667 0.893
38 C -3.766 -8.836 1.402
39 C -5.449 -6.990 2.066
40 N -5.669 -8.138 -0.200
41 O -6.609 -9.081 0.253
42 H -7.926 -6.171 -1.491
43 H -7.878 -6.819 0.054
44 H -6.907 -5.370 -0.201
45 H -6.194 -8.739 -2.727
46 H -7.797 -8.399 -2.092
47 H -6.919 -7.345 -3.246
48 H -4.301 -6.753 -2.468
49 H -5.532 -5.513 -2.491
50 H -3.559 -4.880 -1.131
51 H -4.971 -4.917 -0.143
52 H -3.301 -6.082 1.025
53 H -2.878 -7.143 -0.280
54 H -2.951 -8.663 2.105
55 H -3.398 -9.279 0.477
56 H -4.506 -9.532 1.797
57 H -4.805 -7.078 2.941
58 H -6.341 -7.537 2.370
59 H -5.820 -5.974 1.929
60 H -6.190 -9.931 0.100
61 C -1.690 0.982 -7.025
62 C -0.718 0.423 -8.072
63 C -1.465 -0.393 -9.165
64 C -0.023 1.584 -8.778
65 C 1.121 1.140 -9.792
66 C 2.166 0.384 -8.991
67 C 1.665 -0.786 -8.048
68 C 1.546 -2.042 -8.835
69 C 2.650 -1.076 -6.915
70 N 0.367 -0.372 -7.365
71 O -0.112 -1.418 -6.517
72 H -1.144 1.577 -6.294
73 H -2.470 1.610 -7.454
74 H -2.133 0.117 -6.530
75 H -1.881 -1.252 -8.639
76 H -2.262 0.251 -9.537
77 H -0.812 -0.720 -9.975
78 H -0.776 2.192 -9.280
79 H 0.431 2.233 -8.029
80 H 0.811 0.473 -10.597
81 H 1.537 2.020 -10.282
82 H 2.925 1.053 -8.584
83 H 2.813 -0.033 -9.764
84 H 2.453 -2.327 -9.367
85 H 0.746 -1.924 -9.566
86 H 1.252 -2.858 -8.175
87 H 3.707 -1.120 -7.179
88 H 2.347 -1.903 -6.273
89 H 2.640 -0.299 -6.150
90 H -0.395 -2.029 -7.201
91 C 4.187 -5.326 1.161
92 C 5.720 -5.529 1.252
93 C 6.212 -4.979 2.598
94 C 6.051 -7.038 1.114
95 C 7.529 -7.356 0.864
96 C 7.904 -6.568 -0.362
97 C 7.681 -5.020 -0.265
98 C 8.707 -4.329 0.554
99 C 7.772 -4.693 -1.718
100 N 6.300 -4.748 0.116
101 O 6.092 -3.386 0.195
102 H 3.891 -5.362 0.113
103 H 3.621 -6.146 1.603
104 H 3.859 -4.401 1.636
105 H 5.814 -5.492 3.473
106 H 7.227 -5.340 2.765
107 H 6.160 -3.907 2.790
108 H 5.896 -7.366 2.142
109 H 5.321 -7.743 0.715
110 H 8.300 -7.113 1.596
111 H 7.674 -8.433 0.786
112 H 7.407 -7.063 -1.196
113 H 8.979 -6.752 -0.370
114 H 8.594 -3.248 0.635
115 H 9.676 -4.505 0.087
116 H 8.772 -4.752 1.557
117 H 7.716 -3.626 -1.932
118 H 6.937 -5.204 -2.198
119 H 8.728 -4.964 -2.166
120 H 5.387 -3.211 -0.432
121 O 2.379 6.591 -3.731
122 C 1.880 7.770 -3.097
123 C 1.014 7.445 -1.849
124 O -0.232 7.016 -2.353
125 H 1.638 5.995 -3.866
126 H 2.748 8.297 -2.701
127 H 1.287 8.429 -3.730
128 H 1.030 8.401 -1.326
129 H 1.404 6.649 -1.214
130 H -0.815 6.704 -1.657
131 O 6.819 2.049 4.418
132 C 7.606 3.050 3.795
133 C 7.026 4.477 4.019
134 O 6.124 4.811 2.964
135 H 6.033 1.885 3.892
136 H 8.550 3.106 4.335
137 H 7.746 2.813 2.740
138 H 7.926 5.087 3.937
139 H 6.680 4.450 5.053
140 H 5.402 4.183 3.041
141 O 2.158 -1.959 8.015
142 C 1.444 -1.207 7.076
143 C 1.026 0.107 7.709
144 O 1.980 1.133 7.608
145 H 3.003 -1.529 8.164
146 H 2.175 -1.012 6.291
147 H 0.604 -1.821 6.750
148 H 0.853 -0.122 8.761
149 H 0.033 0.360 7.336
150 H 2.842 0.859 7.928
151 O 3.189 8.742 5.173
152 C 1.807 8.794 5.473
153 C 1.384 7.534 6.200
154 O 1.448 6.411 5.338
155 H 3.352 8.139 4.444
156 H 1.609 9.676 6.082
157 H 1.224 8.923 4.562
158 H 0.376 7.738 6.562
159 H 2.012 7.430 7.085
160 H 1.538 5.595 5.836
161 O 0.905 -0.459 -0.874
162 C 0.353 0.776 -0.444
163 C 0.700 1.141 0.987
164 O 2.056 0.905 1.245
165 H 0.594 -0.737 -1.739
166 H 0.730 1.575 -1.083
167 H -0.720 0.806 -0.635
168 H 0.057 0.516 1.607
169 H 0.297 2.147 1.099
170 H 2.204 0.147 0.675

***

C4H12N2O as an isolated structure in a non-equilibrium geometry, computed with wB97M-V/def2-TZVPD.

Computed properties:
HOMO	-8.78	eV
total energy	-9361.8414	eV
lowest unoccupied orbital energy	0.0324	Ha
M	104.2	Da

Geometry (Å):
1 C 2.410 -0.135 -0.302
2 C 1.317 -0.805 0.327
3 C -1.019 -0.921 0.072
4 C -2.187 -0.187 -0.481
5 H 2.490 1.899 0.575
6 H 1.574 1.718 -0.376
7 H 2.551 -0.234 -1.559
8 H 3.253 -0.266 0.451
9 H 1.183 -0.820 1.445
10 H 1.558 -2.165 -0.051
11 H -1.169 -1.777 -0.214
12 H -1.320 -0.711 1.127
13 H -3.300 -0.682 -0.024
14 H -1.835 -0.174 -1.509
15 H -3.413 1.653 -0.330
16 H -2.297 1.170 1.036
17 N 2.307 1.376 -0.101
18 N -2.313 1.251 0.160
19 O 0.210 -0.192 -0.246